The following is a DFT calculation (ωB97M-V/def2-TZVPD) of a molecular structure, C45H39BrF4FeGeIP2.

Computed properties:
energy relative to the best compared isomer or geometry (same formula, charge and spin)	16.09	kcal per mole
net charge	-1
E_tot	-9032.57438	Eh
LUMO energy	2.1	eV

Last column: Löwdin charge in e.
CARTESIAN COORDINATES (ANGSTROEM)
1 I -3.59160 0.27098 -1.15480  1.141
2 Br -2.11935 -2.66606 0.09286  1.055
3 Ge -0.71391 3.58254 0.72556  0.719
4 Fe -1.55319 -0.23824 0.24859  -0.552
5 P -0.18776 -0.86976 1.97732  1.084
6 P -0.16123 -0.37615 -1.68207  1.080
7 F 1.11276 -2.72979 4.21022  0.101
8 F 0.66916 -5.30937 4.65521  0.116
9 F -1.02346 -6.72040 3.06753  0.118
10 F -2.26895 -5.50260 1.00942  0.081
11 C 1.00963 4.00550 1.59679  -0.236
12 C 0.96203 -2.85504 -1.01197  -0.163
13 C -0.31248 -2.87913 -3.03317  -0.085
14 C -1.51013 0.93303 -5.56166  -0.182
15 C -1.93487 -0.06760 3.97456  -0.083
16 C 3.40566 0.99488 1.91882  -0.071
17 C 3.94406 0.42437 -1.59582  -0.091
18 C 0.22725 -2.15963 -1.97317  -0.398
19 C -3.44198 -0.13173 1.04011  -0.691
20 C -2.91458 0.78676 -3.52225  -0.371
21 C -1.43897 -4.78551 1.77592  -0.251
22 C 0.70140 -0.04078 -4.24763  -0.123
23 C 0.26974 -3.35606 3.37406  -0.209
24 C 3.92769 -1.34865 1.90143  -0.076
25 C 2.75852 -0.30083 -1.59395  -0.098
26 C 3.92129 1.81003 -1.53483  -0.097
27 C -3.93269 1.30420 -4.27945  -0.206
28 C -0.80816 -5.41754 2.82800  -0.131
29 C 2.57004 -1.64772 1.90965  -0.106
30 C -1.20513 -3.43957 1.53457  -0.500
31 C -1.63587 0.61510 -4.16316  -0.188
32 C 4.34671 -0.02726 1.92091  -0.090
33 C -0.58783 -0.22778 3.66674  -0.316
34 C 1.53031 0.34945 -1.51081  -0.348
35 C 0.78924 0.24419 -5.62311  -0.085
36 C -1.98597 4.70291 1.73818  -0.238
37 C -1.36222 0.63768 6.20439  -0.097
38 C -0.29967 0.73805 -6.26442  -0.059
39 C -0.01638 0.48502 5.90185  -0.085
40 C 1.16884 -4.22145 -1.10879  -0.087
41 C -2.31871 0.36001 5.23992  -0.075
42 C -3.80830 1.65525 -5.64605  -0.117
43 C -0.43768 0.13443 -3.50137  -0.250
44 C 1.62365 -0.63170 1.94148  -0.349
45 C 0.61800 -4.93091 -2.17115  -0.094
46 C 0.05413 -4.70257 3.63122  -0.131
47 C -0.34281 -2.69652 2.32335  -0.257
48 C -0.71061 4.52425 -1.01005  -0.222
49 C -2.61965 1.46009 -6.27347  -0.086
50 C 2.05371 0.69263 1.91784  -0.095
51 C 2.70234 2.46835 -1.43961  -0.081
52 C 1.52545 1.73592 -1.40852  -0.109
53 C -1.40710 1.76794 0.90934  -0.401
54 C 0.36853 0.04759 4.64111  -0.087
55 C -0.12666 -4.25512 -3.12644  -0.080
56 H -0.10642 4.09014 -1.80377  -0.005
57 H -4.02179 -1.01871 1.32158  -0.073
58 H -0.56931 -4.79833 -3.95227  0.101
59 H 0.76592 -6.00097 -2.24972  0.096
60 H 1.09345 5.09389 1.65749  0.012
61 H -1.29880 1.67149 2.00042  -0.037
62 H -2.45757 2.06927 0.80275  -0.063
63 H 1.36594 -2.31291 -0.16328  0.069
64 H 2.66299 3.54973 -1.39066  0.104
65 H 5.40394 0.20765 1.91813  0.100
66 H -4.65080 2.06691 -6.19491  0.088
67 H -2.12359 4.30221 2.74557  0.011
68 H 3.72095 2.03033 1.90507  0.105
69 H 4.88982 -0.10043 -1.66270  0.101
70 H 1.72441 0.08158 -6.14584  0.096
71 H 1.42263 -0.06372 4.41900  0.101
72 H -0.90217 -2.36737 -3.78415  0.111
73 H 1.87674 3.62206 1.05731  -0.017
74 H 1.74836 -4.73586 -0.35051  0.103
75 H 0.73864 0.70214 6.64741  0.098
76 H 1.32043 1.48805 1.89661  0.075
77 H 2.26013 -2.68660 1.90723  0.097
78 H -2.95630 4.69638 1.23600  0.013
79 H 2.80444 -1.37809 -1.69102  0.097
80 H -3.79240 0.73813 1.60201  -0.047
81 H 1.02846 3.61062 2.61605  0.014
82 H 0.56875 2.23216 -1.34388  0.055
83 H 1.59669 -0.42142 -3.77648  0.090
84 H -0.25954 0.98912 -7.31995  0.103
85 H -1.73989 4.58218 -1.37138  0.019
86 H -4.90786 1.45030 -3.80656  0.061
87 H -2.49244 1.69824 -7.32488  0.095
88 H -0.35625 5.54334 -0.83043  0.012
89 H 4.84788 2.37085 -1.55556  0.097
90 H -3.37089 0.49132 5.46064  0.102
91 H -1.66166 0.97868 7.18850  0.096
92 H -2.66728 -0.25536 3.19752  0.064
93 H 4.65412 -2.15146 1.88270  0.101
94 H -1.64203 5.73876 1.81670  0.008

Forces on the atoms, in the same order (eV/Å):
I -0.1 0.0 0.9
Br -0.3 -0.2 -0.3
Ge 0.0 0.0 -0.1
Fe 0.4 0.1 0.3
P -0.7 0.2 -0.2
P 0.2 -0.1 -0.3
F -0.2 0.0 -0.2
F -0.1 0.1 -0.2
F 0.1 0.4 -0.1
F 0.1 0.1 0.1
C 0.1 0.0 0.0
C 0.0 0.1 0.1
C -0.1 0.0 -0.1
C -0.1 0.0 0.1
C 0.0 0.0 0.1
C 0.0 0.0 0.0
C 0.0 0.0 0.0
C 0.1 0.1 0.0
C -0.1 -0.1 -0.2
C 0.7 -0.2 -0.2
C 0.0 0.0 -0.1
C 0.3 -0.1 -0.1
C 0.2 -0.3 0.4
C -0.1 0.0 0.0
C 0.0 -0.1 0.0
C 0.0 0.0 0.0
C -0.2 0.0 -0.1
C -0.1 -0.4 0.0
C 0.1 0.0 0.1
C -0.2 -0.4 -0.2
C -0.1 0.1 0.0
C 0.0 0.0 0.0
C 0.1 -0.2 -0.1
C 0.0 0.0 0.0
C 0.1 -0.1 0.2
C 0.0 0.0 0.1
C 0.0 0.0 0.0
C -0.1 0.0 0.0
C 0.0 0.0 -0.1
C 0.0 0.0 -0.1
C 0.0 0.0 -0.1
C -0.1 0.0 0.2
C -0.2 0.0 0.1
C 0.0 -0.1 -0.1
C 0.0 0.1 0.0
C 0.2 0.2 0.2
C 0.1 0.5 0.0
C -0.1 0.0 0.0
C 0.1 -0.1 0.0
C 0.1 0.1 -0.1
C -0.1 -0.1 0.0
C 0.0 0.1 0.0
C 0.0 0.1 -0.1
C 0.1 0.1 0.0
C 0.0 0.0 0.0
H 0.0 0.0 0.0
H 0.1 0.0 0.0
H 0.0 0.0 0.0
H 0.0 0.0 0.0
H 0.0 0.0 0.0
H -0.1 0.1 0.1
H 0.0 -0.1 0.0
H 0.0 -0.1 -0.1
H 0.0 0.0 0.0
H 0.0 0.0 0.0
H 0.0 0.0 0.1
H 0.0 0.0 0.0
H 0.0 0.0 0.0
H 0.0 0.0 0.0
H 0.0 0.0 0.0
H 0.0 0.0 0.0
H 0.0 0.0 0.0
H 0.0 0.0 0.0
H 0.0 0.0 0.0
H 0.0 0.0 0.0
H 0.0 0.0 0.0
H 0.0 0.0 0.0
H 0.0 0.0 0.0
H 0.0 0.0 0.0
H 0.1 0.0 0.0
H 0.0 0.0 0.0
H 0.0 0.1 0.0
H 0.0 0.0 0.0
H 0.0 0.0 0.0
H 0.0 0.0 0.0
H 0.0 0.0 -0.1
H 0.0 0.0 0.0
H 0.0 0.0 0.0
H 0.0 0.0 0.0
H 0.0 0.0 0.0
H 0.0 0.0 0.0
H 0.0 0.0 0.0
H 0.0 0.0 0.0
H 0.0 0.0 0.0